Here is C20H57N5O8V as an isolated structure from the OMol25 dataset. Energies are from ωB97M-V with the def2-TZVPD basis set.

CARTESIAN COORDINATES (ANGSTROEM)
V  2.7506  9.4292  0.3109
O  -2.8554  9.2105  -0.9599
O  4.0475  9.8971  -6.0371
O  2.1981  8.6935  2.1125
O  1.3172  9.3639  -0.4037
O  -0.5426  12.1615  -3.2279
O  3.8460  10.2725  -1.2274
O  4.7326  9.1707  1.3456
O  4.3729  13.5512  2.0298
N  2.2982  11.5406  1.3064
N  1.4339  15.1878  -3.8944
N  3.4879  7.4921  -0.6024
N  4.2700  8.6349  -3.5150
N  -4.8825  7.4343  -1.9042
C  5.4351  8.0027  0.9352
C  -2.4738  8.0356  -1.6550
C  5.6186  10.0904  1.9275
C  5.4273  13.6209  1.0845
C  -0.3560  10.7883  -3.4533
C  0.2887  14.4205  -3.3626
C  3.1322  13.8622  1.4841
C  3.2318  8.2873  -4.4631
C  2.8732  9.3791  -5.4440
C  0.6128  12.9263  -3.3942
C  5.4084  5.9631  -0.5900
C  3.8190  10.9752  -6.8964
C  -0.9422  14.8017  -4.1376
C  2.4386  12.8190  0.5730
C  1.9693  7.7513  -3.7841
C  -3.5458  6.9644  -1.5196
C  -3.1504  5.6896  -2.2816
C  -1.9590  9.5842  0.0617
C  1.0673  13.2648  0.0800
C  4.5959  6.9434  0.2283
H  0.3635  13.4532  0.8991
H  6.1995  5.4751  -0.0138
H  3.3906  11.8184  -6.3469
H  -1.0858  10.0993  -0.3404
H  2.3136  10.1765  -4.9311
H  2.4735  14.0991  2.3307
H  -1.7469  14.0879  -3.9220
H  -4.9153  7.7006  -2.8877
H  -2.4148  10.2537  0.7956
H  1.4760  8.4644  -3.1192
H  6.3677  13.6590  1.6267
H  1.1176  14.2195  -0.4438
H  1.2316  7.3862  -4.5004
H  5.8450  6.5237  -1.4208
H  3.1197  12.6122  -0.2603
H  3.8927  7.7769  -1.5058
H  -3.5850  6.6413  -0.4749
H  -0.1738  10.5302  -4.5053
H  2.2537  8.9961  -6.2676
H  2.3062  14.8552  -3.4995
H  0.6193  12.4663  -0.5098
H  2.1879  6.9076  -3.1240
H  1.3502  16.1822  -3.7598
H  1.4347  12.6776  -2.7110
H  -3.5972  4.7928  -1.8564
H  5.1593  8.7483  -3.9742
H  1.4569  11.6469  1.8784
H  -3.3382  5.7800  -3.3523
H  4.8022  5.1453  -0.9756
H  5.9504  7.5511  1.7833
H  6.2034  10.5699  1.1338
H  5.4796  12.7711  0.3927
H  -2.3608  8.3473  -2.6995
H  3.1194  10.7721  -7.7226
H  -1.5390  7.5954  -1.2939
H  -1.4151  15.7564  -3.8981
H  2.9963  8.6055  2.6313
H  4.7458  11.1966  -7.4217
H  0.3038  14.6769  -2.2935
H  4.0034  6.4411  1.0060
H  4.4765  10.9808  -1.3102
H  6.2771  9.6705  2.6947
H  5.2824  14.4823  0.4253
H  -1.3396  10.3692  -3.2267
H  -1.6475  8.7428  0.6880
H  2.8197  6.7572  -0.7930
H  5.1128  10.8902  2.4755
H  1.0588  12.7579  -4.3926
H  -0.8508  14.7477  -5.2230
H  4.0262  9.3945  -2.8710
H  3.6224  7.4482  -5.0504
H  -2.0751  5.4948  -2.1897
H  3.0030  11.6004  2.0486
H  0.3810  10.2828  -2.8241
H  -4.9193  8.3532  -1.4513
H  6.1785  8.2835  0.1728
H  3.1029  14.8199  0.9354

<S²> = 0.772
E_HOMO (alpha / beta) = -8.1800 / -8.7826 eV
Energy above the lowest of the compared OMol25 structures with the same formula, charge and spin = 0.617 eV
Gap between HOMO and LUMO (alpha / beta) = 8.5 / 9.1 eV
2S+1 = 2
Total energy = -2615.88408 Ha

Atomic partial charges in e from the Mulliken method, atoms 1 to 4:
1. V 0.677
2. O -0.424
3. O -0.349
4. O -0.821